This record from the OMol25 dataset describes 3 unconnected molecules or ions with the total composition C17H39FNO4P at a distorted geometry. The level of theory is ωB97M-V with the def2-TZVPD basis set.

Results
* F_max: 4.97 eV/Å
* DFT total energy: -1468.0347 hartree
* multiplicity: 1
* total charge: 0
* orbital gap: 9.872 eV

CARTESIAN COORDINATES (ANGSTROEM)
C (2.5938, -1.6487, 2.7485)
C (3.1548, -0.1582, 2.3891)
C (2.1492, 0.6823, 1.4587)
C (0.8260, 1.1844, 2.1923)
O (0.5938, 2.4151, 2.1707)
O (-0.1476, 0.3440, 2.8356)
C (-0.8510, -0.3336, 1.7640)
F (-1.4049, 0.6046, 0.8185)
P (-2.3155, -1.3973, 2.4110)
N (-3.6748, -0.5699, 2.4791)
O (-1.8543, -2.1090, 3.8925)
O (-2.4267, -2.6986, 1.2994)
H (1.4717, -1.6872, 2.5647)
H (3.0907, -2.4537, 2.1028)
H (2.8103, -1.8500, 3.8506)
H (4.0885, -0.3553, 1.7380)
H (3.5307, 0.4039, 3.3057)
H (1.8282, -0.0325, 0.6125)
H (2.6778, 1.5915, 0.9915)
H (-0.0636, -1.0073, 1.2478)
H (-4.3845, -0.9835, 1.8400)
H (-2.1701, -1.5825, 4.6584)
H (-3.3681, -2.7952, 1.0356)
C (-2.3280, -8.1222, -3.2608)
C (-1.7389, -6.7623, -3.6121)
C (-1.0741, -6.0667, -2.4227)
C (-2.0084, -5.7299, -1.2570)
C (-3.2062, -4.8478, -1.6121)
C (-2.8068, -3.4699, -2.1239)
H (-3.1263, -8.0371, -2.5195)
H (-2.7548, -8.5890, -4.1529)
H (-1.5586, -8.7905, -2.8655)
H (-2.5159, -6.1248, -4.0447)
H (-0.9859, -6.9027, -4.3951)
H (-0.5906, -5.1505, -2.7784)
H (-0.2666, -6.7039, -2.0449)
H (-1.4206, -5.2321, -0.4769)
H (-2.3773, -6.6575, -0.8065)
H (-3.8210, -4.7212, -0.7144)
H (-3.8422, -5.3439, -2.3518)
H (-2.2040, -2.9391, -1.3819)
H (-3.6998, -2.8701, -2.3229)
H (-2.2360, -3.5327, -3.0530)
C (0.2115, 4.8103, 0.0833)
C (1.6109, 5.1441, 0.5814)
C (1.7539, 6.5917, 1.0552)
C (1.5246, 7.6574, -0.0206)
C (2.4293, 7.5525, -1.2495)
C (3.9072, 7.7249, -0.9243)
H (-0.0583, 5.4069, -0.7920)
H (0.1573, 3.7572, -0.2055)
H (-0.5327, 4.9848, 0.8643)
H (2.3438, 4.9216, -0.2010)
H (1.8466, 4.4812, 1.4201)
H (2.7514, 6.7213, 1.4893)
H (1.0464, 6.7688, 1.8729)
H (1.6615, 8.6442, 0.4371)
H (0.4807, 7.6232, -0.3499)
H (2.1370, 8.3306, -1.9620)
H (2.2747, 6.5962, -1.7589)
H (4.0914, 8.6933, -0.4510)
H (4.5013, 7.6812, -1.8416)
H (4.2694, 6.9392, -0.2573)

Atom charges from the Mulliken analysis, given in e for atoms 1 to 8: -0.6239 -0.4902 -0.4666 0.5834 -0.4920 -0.2544 0.2710 -0.3163

---

This record from the OMol25 dataset describes 10 unconnected molecules or ions with the total composition C19H57B3F3N3O13. The level of theory is ωB97M-V with the def2-TZVPD basis set.

Results
* F_max: 0.91 eV/Å
* DFT total energy: -2274.8119 hartree
* multiplicity: 1
* total charge: 0
* orbital gap: 9.362 eV

CARTESIAN COORDINATES (ANGSTROEM)
H (1.6208, -4.4782, 0.9174)
N (2.6348, -4.4823, 1.0124)
C (3.0517, -3.2924, 0.9447)
N (4.4621, -2.9947, 0.9844)
N (2.2129, -2.1542, 0.8402)
C (2.5764, -1.2038, -0.2268)
C (1.3875, -0.8371, -1.1329)
C (0.0592, -0.8077, -0.3860)
C (-1.0479, -0.0580, -1.1714)
B (-2.0581, 0.5451, -0.1648)
O (-3.4185, 0.2733, -0.1779)
B (-3.9195, -0.1934, 1.0291)
C (-4.9103, -1.3883, 1.0970)
C (-6.2801, -1.0489, 0.4947)
C (-7.2696, -2.2232, 0.4766)
C (-8.0384, -2.3005, -0.8228)
O (-8.9328, -3.3995, -0.8914)
O (-3.4366, 0.4304, 2.1868)
B (-2.1385, 0.8323, 2.1089)
C (-1.2079, 0.6641, 3.4120)
F (0.0195, 1.1871, 3.2706)
F (-1.0302, -0.6461, 3.6723)
F (-1.7471, 1.2235, 4.5067)
O (-1.6002, 1.2847, 0.9429)
H (4.9316, -3.6775, 0.3953)
H (4.7657, -3.2398, 1.9280)
H (2.1298, -1.7028, 1.7408)
H (3.3739, -1.6480, -0.8134)
H (2.9765, -0.2818, 0.1930)
H (1.3326, -1.5322, -1.9654)
H (1.5701, 0.1578, -1.5327)
H (-0.2732, -1.8158, -0.1564)
H (0.2301, -0.2823, 0.5554)
H (-0.5786, 0.7077, -1.7883)
H (-1.5951, -0.7333, -1.8270)
H (-5.0332, -1.7048, 2.1329)
H (-4.4747, -2.2265, 0.5480)
H (-6.1380, -0.6721, -0.5191)
H (-6.7121, -0.2330, 1.0743)
H (-6.7189, -3.1558, 0.6145)
H (-7.9697, -2.1273, 1.3060)
H (-8.6182, -1.3852, -0.9580)
H (-7.3256, -2.3783, -1.6471)
H (-8.8644, -3.9224, -0.0869)
C (2.2513, -1.5956, -5.6571)
O (1.4361, -1.5015, -4.4859)
H (2.8022, -0.6639, -5.7417)
H (2.9659, -2.4183, -5.5843)
H (1.6468, -1.7288, -6.5575)
H (0.9427, -2.3237, -4.4129)
C (5.7430, 0.6134, 1.2351)
O (6.2286, -0.6536, 1.6479)
H (6.3995, 1.3634, 1.6738)
H (5.7477, 0.7293, 0.1491)
H (4.7250, 0.7932, 1.6014)
H (5.6651, -1.3470, 1.2708)
C (0.1688, 4.6097, 0.7890)
O (0.7557, 3.5085, 0.0992)
H (0.9329, 5.3804, 0.8690)
H (-0.6869, 5.0207, 0.2478)
H (-0.1472, 4.3301, 1.7967)
H (0.0865, 2.8212, 0.0291)
C (-1.0793, 1.1833, -4.9456)
O (0.0407, 1.0941, -5.8058)
H (-1.7604, 1.9079, -5.3866)
H (-1.6032, 0.2275, -4.8454)
H (-0.7980, 1.5384, -3.9506)
H (0.6526, 0.4465, -5.4404)
C (4.3405, 2.1211, -2.8151)
O (3.9593, 1.4974, -1.5968)
H (4.5368, 1.3204, -3.5233)
H (3.5501, 2.7621, -3.2107)
H (5.2528, 2.7133, -2.7016)
H (3.7843, 2.1924, -0.9537)
C (3.6912, 5.6957, -0.8967)
O (3.1104, 4.4832, -1.3546)
H (4.6958, 5.7535, -1.3097)
H (3.1294, 6.5718, -1.2339)
H (3.7674, 5.7194, 0.1947)
H (2.2182, 4.4167, -0.9921)
C (6.1187, 5.7408, 2.2136)
O (5.9236, 7.0934, 1.8153)
H (6.0904, 5.1412, 1.3073)
H (7.0872, 5.5968, 2.6986)
H (5.3250, 5.3989, 2.8832)
H (5.9452, 7.6467, 2.6004)
C (-11.5499, -4.7986, 1.0075)
O (-10.6288, -4.0301, 1.7778)
H (-10.9684, -5.5198, 0.4393)
H (-12.2535, -5.3424, 1.6427)
H (-12.1058, -4.1733, 0.3057)
H (-11.1316, -3.3847, 2.2814)
C (4.0193, -3.2318, 4.9796)
O (4.9177, -3.8622, 4.0725)
H (4.3092, -2.1854, 5.0288)
H (2.9828, -3.2957, 4.6366)
H (4.0882, -3.6621, 5.9812)
H (4.6815, -4.7926, 4.0104)

Atom charges from the Mulliken analysis, given in e for atoms 1 to 8: 0.3020 -0.7310 -0.0160 -0.3720 0.1018 -0.8079 -0.2106 -0.0201

---

This record from the OMol25 dataset describes 12 unconnected molecules or ions with the total composition H24O12 at a distorted geometry. The level of theory is ωB97M-V with the def2-TZVPD basis set.

Results
* energy above the lowest of the compared OMol25 structures with the same formula, charge and spin: 262.0 kJ/mol
* F_max: 4.33 eV/Å
* DFT total energy: -917.2256 hartree
* multiplicity: 1
* total charge: 0
* orbital gap: 9.810 eV

CARTESIAN COORDINATES (ANGSTROEM)
O (13.0383, 12.5656, -13.3407)
H (12.5552, 11.7648, -13.4479)
H (13.3753, 12.7168, -14.2485)
O (15.4637, 5.6376, -13.5301)
H (15.1890, 6.1517, -12.7990)
H (15.6256, 6.2676, -14.2015)
O (15.3997, 7.6415, -11.5879)
H (15.5964, 6.9678, -10.8806)
H (16.0527, 8.3744, -11.5185)
O (13.0869, 8.8728, -12.2409)
H (13.9551, 8.5003, -12.0287)
H (13.1814, 9.6183, -12.7887)
O (13.8527, 10.2423, -15.3046)
H (14.5751, 10.2674, -14.6574)
H (14.4245, 10.1467, -16.0781)
O (12.4270, 7.9460, -15.8444)
H (12.7976, 8.8109, -15.5216)
H (12.8934, 7.3317, -15.2687)
O (11.7925, 7.5881, -9.7188)
H (11.1966, 8.3392, -9.9793)
H (11.7568, 7.0284, -10.5481)
O (14.0066, 8.8710, -9.0969)
H (13.2591, 8.3068, -9.4231)
H (14.5238, 9.0158, -9.8720)
O (16.0392, 9.9579, -13.5344)
H (16.0264, 9.1990, -14.0980)
H (16.5151, 10.6386, -13.9668)
O (13.5098, 11.6125, -10.6174)
H (13.1691, 10.9217, -11.0883)
H (12.6578, 12.0414, -10.3325)
O (10.9865, 10.6105, -13.2761)
H (10.6033, 9.7336, -13.2804)
H (10.1834, 11.2030, -13.2769)
O (14.9831, 5.3518, -10.3995)
H (14.1809, 5.8912, -10.6098)
H (15.3339, 5.6616, -9.5935)

Atom charges from the Mulliken analysis, given in e for atoms 1 to 8: -0.5711 0.3099 0.3086 -0.6340 0.3286 0.2905 -0.5078 0.2608

---

Question: Number 1 is which compound?
Answer: C17H39FNO4P

---

Copy entry 1 word for word.
This record from the OMol25 dataset describes 3 unconnected molecules or ions with the total composition C17H39FNO4P at a distorted geometry. The level of theory is ωB97M-V with the def2-TZVPD basis set.

Results
* F_max: 4.97 eV/Å
* DFT total energy: -1468.0347 hartree
* multiplicity: 1
* total charge: 0
* orbital gap: 9.872 eV

CARTESIAN COORDINATES (ANGSTROEM)
C (2.5938, -1.6487, 2.7485)
C (3.1548, -0.1582, 2.3891)
C (2.1492, 0.6823, 1.4587)
C (0.8260, 1.1844, 2.1923)
O (0.5938, 2.4151, 2.1707)
O (-0.1476, 0.3440, 2.8356)
C (-0.8510, -0.3336, 1.7640)
F (-1.4049, 0.6046, 0.8185)
P (-2.3155, -1.3973, 2.4110)
N (-3.6748, -0.5699, 2.4791)
O (-1.8543, -2.1090, 3.8925)
O (-2.4267, -2.6986, 1.2994)
H (1.4717, -1.6872, 2.5647)
H (3.0907, -2.4537, 2.1028)
H (2.8103, -1.8500, 3.8506)
H (4.0885, -0.3553, 1.7380)
H (3.5307, 0.4039, 3.3057)
H (1.8282, -0.0325, 0.6125)
H (2.6778, 1.5915, 0.9915)
H (-0.0636, -1.0073, 1.2478)
H (-4.3845, -0.9835, 1.8400)
H (-2.1701, -1.5825, 4.6584)
H (-3.3681, -2.7952, 1.0356)
C (-2.3280, -8.1222, -3.2608)
C (-1.7389, -6.7623, -3.6121)
C (-1.0741, -6.0667, -2.4227)
C (-2.0084, -5.7299, -1.2570)
C (-3.2062, -4.8478, -1.6121)
C (-2.8068, -3.4699, -2.1239)
H (-3.1263, -8.0371, -2.5195)
H (-2.7548, -8.5890, -4.1529)
H (-1.5586, -8.7905, -2.8655)
H (-2.5159, -6.1248, -4.0447)
H (-0.9859, -6.9027, -4.3951)
H (-0.5906, -5.1505, -2.7784)
H (-0.2666, -6.7039, -2.0449)
H (-1.4206, -5.2321, -0.4769)
H (-2.3773, -6.6575, -0.8065)
H (-3.8210, -4.7212, -0.7144)
H (-3.8422, -5.3439, -2.3518)
H (-2.2040, -2.9391, -1.3819)
H (-3.6998, -2.8701, -2.3229)
H (-2.2360, -3.5327, -3.0530)
C (0.2115, 4.8103, 0.0833)
C (1.6109, 5.1441, 0.5814)
C (1.7539, 6.5917, 1.0552)
C (1.5246, 7.6574, -0.0206)
C (2.4293, 7.5525, -1.2495)
C (3.9072, 7.7249, -0.9243)
H (-0.0583, 5.4069, -0.7920)
H (0.1573, 3.7572, -0.2055)
H (-0.5327, 4.9848, 0.8643)
H (2.3438, 4.9216, -0.2010)
H (1.8466, 4.4812, 1.4201)
H (2.7514, 6.7213, 1.4893)
H (1.0464, 6.7688, 1.8729)
H (1.6615, 8.6442, 0.4371)
H (0.4807, 7.6232, -0.3499)
H (2.1370, 8.3306, -1.9620)
H (2.2747, 6.5962, -1.7589)
H (4.0914, 8.6933, -0.4510)
H (4.5013, 7.6812, -1.8416)
H (4.2694, 6.9392, -0.2573)

Atom charges from the Mulliken analysis, given in e for atoms 1 to 8: -0.6239 -0.4902 -0.4666 0.5834 -0.4920 -0.2544 0.2710 -0.3163

---

What did the first record say?
This record from the OMol25 dataset describes 3 unconnected molecules or ions with the total composition C17H39FNO4P at a distorted geometry. The level of theory is ωB97M-V with the def2-TZVPD basis set.

Results
* F_max: 4.97 eV/Å
* DFT total energy: -1468.0347 hartree
* multiplicity: 1
* total charge: 0
* orbital gap: 9.872 eV

CARTESIAN COORDINATES (ANGSTROEM)
C (2.5938, -1.6487, 2.7485)
C (3.1548, -0.1582, 2.3891)
C (2.1492, 0.6823, 1.4587)
C (0.8260, 1.1844, 2.1923)
O (0.5938, 2.4151, 2.1707)
O (-0.1476, 0.3440, 2.8356)
C (-0.8510, -0.3336, 1.7640)
F (-1.4049, 0.6046, 0.8185)
P (-2.3155, -1.3973, 2.4110)
N (-3.6748, -0.5699, 2.4791)
O (-1.8543, -2.1090, 3.8925)
O (-2.4267, -2.6986, 1.2994)
H (1.4717, -1.6872, 2.5647)
H (3.0907, -2.4537, 2.1028)
H (2.8103, -1.8500, 3.8506)
H (4.0885, -0.3553, 1.7380)
H (3.5307, 0.4039, 3.3057)
H (1.8282, -0.0325, 0.6125)
H (2.6778, 1.5915, 0.9915)
H (-0.0636, -1.0073, 1.2478)
H (-4.3845, -0.9835, 1.8400)
H (-2.1701, -1.5825, 4.6584)
H (-3.3681, -2.7952, 1.0356)
C (-2.3280, -8.1222, -3.2608)
C (-1.7389, -6.7623, -3.6121)
C (-1.0741, -6.0667, -2.4227)
C (-2.0084, -5.7299, -1.2570)
C (-3.2062, -4.8478, -1.6121)
C (-2.8068, -3.4699, -2.1239)
H (-3.1263, -8.0371, -2.5195)
H (-2.7548, -8.5890, -4.1529)
H (-1.5586, -8.7905, -2.8655)
H (-2.5159, -6.1248, -4.0447)
H (-0.9859, -6.9027, -4.3951)
H (-0.5906, -5.1505, -2.7784)
H (-0.2666, -6.7039, -2.0449)
H (-1.4206, -5.2321, -0.4769)
H (-2.3773, -6.6575, -0.8065)
H (-3.8210, -4.7212, -0.7144)
H (-3.8422, -5.3439, -2.3518)
H (-2.2040, -2.9391, -1.3819)
H (-3.6998, -2.8701, -2.3229)
H (-2.2360, -3.5327, -3.0530)
C (0.2115, 4.8103, 0.0833)
C (1.6109, 5.1441, 0.5814)
C (1.7539, 6.5917, 1.0552)
C (1.5246, 7.6574, -0.0206)
C (2.4293, 7.5525, -1.2495)
C (3.9072, 7.7249, -0.9243)
H (-0.0583, 5.4069, -0.7920)
H (0.1573, 3.7572, -0.2055)
H (-0.5327, 4.9848, 0.8643)
H (2.3438, 4.9216, -0.2010)
H (1.8466, 4.4812, 1.4201)
H (2.7514, 6.7213, 1.4893)
H (1.0464, 6.7688, 1.8729)
H (1.6615, 8.6442, 0.4371)
H (0.4807, 7.6232, -0.3499)
H (2.1370, 8.3306, -1.9620)
H (2.2747, 6.5962, -1.7589)
H (4.0914, 8.6933, -0.4510)
H (4.5013, 7.6812, -1.8416)
H (4.2694, 6.9392, -0.2573)

Atom charges from the Mulliken analysis, given in e for atoms 1 to 8: -0.6239 -0.4902 -0.4666 0.5834 -0.4920 -0.2544 0.2710 -0.3163